1.
{
  "formula": "C43H44Cl2F2N6O2PbSb2",
  "method": "wB97M-V/def2-TZVPD",
  "species": ["Pb", "Sb", "Sb", "Cl", "Cl", "F", "F", "O", "O", "N", "N", "N", "N", "N", "N", "C", "C", "C", "C", "C", "C", "C", "C", "C", "C", "C", "C", "C", "C", "C", "C", "C", "C", "C", "C", "C", "C", "C", "C", "C", "C", "C", "C", "C", "C", "C", "C", "C", "C", "C", "C", "C", "C", "C", "C", "C", "C", "C", "H", "H", "H", "H", "H", "H", "H", "H", "H", "H", "H", "H", "H", "H", "H", "H", "H", "H", "H", "H", "H", "H", "H", "H", "H", "H", "H", "H", "H", "H", "H", "H", "H", "H", "H", "H", "H", "H", "H", "H", "H", "H", "H", "H"],
  "coordinates": [[-0.0143, 0.6725, -0.7114], [-3.5123, 1.1206, -0.8002], [-0.0667, 0.6473, 2.4683], [4.7732, 1.4901, -0.7572], [5.9123, -3.4920, -2.4775], [3.4842, 3.7466, 1.4178], [1.6318, 3.8167, 2.5940], [0.3423, -1.6511, -0.2191], [2.2001, 0.3523, -0.0501], [0.1580, -0.2691, -5.0660], [-0.2428, -0.1058, -3.8602], [0.8261, 0.0156, -3.0316], [1.5294, 4.7737, -2.3856], [1.5052, -0.2481, -5.0395], [0.6667, 3.1007, -1.2662], [0.9324, 5.3280, -1.2776], [-3.0784, -1.4208, 1.0260], [4.1651, 2.1076, 3.3899], [-1.6876, -0.8839, 6.2570], [-7.4142, -0.7746, -0.3002], [-2.2619, -3.0606, -1.0666], [4.2865, -0.1579, -1.0264], [1.4851, -2.8627, -6.6039], [2.4288, 3.0091, 1.8295], [-0.7785, -1.9717, 3.8614], [-2.8243, -0.8580, -0.2286], [1.8302, 1.1441, 3.4374], [2.6205, -1.8715, -0.8602], [0.4017, 4.2842, -0.5916], [2.7043, -1.9646, -6.4123], [-7.9732, -0.1666, 0.8178], [-2.9142, -2.7850, 1.2313], [-1.3247, 2.3687, 2.8604], [5.1735, -1.0485, -1.5880], [-0.7979, -0.5897, 4.0372], [2.9106, 1.8269, 2.6802], [4.7918, -2.3763, -1.7806], [3.3988, 0.8419, 5.2485], [2.9775, -0.5270, -0.6233], [-2.7422, 2.1196, 2.3028], [-6.0273, 1.2338, 1.0320], [1.3478, 3.4431, -2.3438], [-2.5030, -3.6040, 0.1866], [-6.1621, -0.3817, -0.7527], [-1.2146, -2.8056, 4.8842], [2.3034, -0.4911, -6.2505], [4.4036, 1.6004, 4.6216], [2.1447, 0.6154, 4.6647], [-5.4606, 0.6145, -0.0778], [3.5339, -2.7808, -1.4118], [1.2887, -2.3523, -0.5409], [-2.4246, -1.6950, -1.2745], [-1.6675, -2.2628, 6.0791], [3.5791, -2.4447, -5.2549], [1.9007, -0.0673, -3.7857], [-2.9224, 2.4951, 0.8130], [-1.2530, -0.0451, 5.2385], [-7.2844, 0.8389, 1.4800], [1.7234, 2.7618, -3.0923], [-3.0570, 1.0909, 2.4980], [-5.5054, 2.0289, 1.5530], [1.6895, -0.1719, -7.0878], [3.3021, -1.9897, -7.3266], [0.8945, -2.5540, -7.4697], [-2.3911, -4.6705, 0.3475], [-2.2929, -1.2873, -2.2738], [-2.0104, -2.9133, 6.8747], [-8.9523, -0.4723, 1.1667], [1.8024, -3.8943, -6.7654], [-1.9725, -3.7007, -1.8921], [-0.1469, 4.3156, 0.3373], [5.3429, 1.7815, 5.1289], [4.4470, -1.7935, -5.1044], [-2.0188, 2.9759, 0.4246], [-3.4698, -0.8116, 1.8328], [-7.7228, 1.3177, 2.3475], [-1.2040, -3.8801, 4.7464], [4.9068, 2.7127, 2.8827], [-1.3476, 2.5422, 3.9352], [-1.2580, 1.0270, 5.3985], [3.0155, -2.5000, -4.3169], [-3.4196, 2.7371, 2.8977], [1.1386, -3.4438, -0.6269], [3.1654, 1.0613, 1.8974], [-0.4254, -2.3962, 2.9266], [3.2361, -3.8142, -1.5553], [-5.7379, -0.8540, -1.6335], [-3.7110, 3.2434, 0.7096], [0.8325, -2.8495, -5.7265], [1.8764, 2.6776, 0.9555], [0.9448, 6.3846, -1.0684], [-3.1384, -3.2113, 2.2023], [6.1681, -0.7221, -1.8672], [1.4041, 0.0543, 5.2193], [2.9262, -0.0044, -3.4479], [3.1890, 0.1383, -6.1933], [2.0018, 5.2852, -3.1117], [3.9547, -3.4475, -5.4621], [-2.0444, -0.4592, 7.1871], [3.5920, 0.4303, 6.2343], [-7.9545, -1.5554, -0.8215], [-0.8587, 3.2390, 2.3966]],
  "forces_ev_per_angstrom": [[0.0, -0.1, -0.4], [-0.3, -0.2, 0.2], [-0.5, 0.0, 0.7], [0.0, -0.1, 0.0], [0.0, 0.0, 0.0], [-0.1, 0.0, -0.1], [0.2, -0.1, -0.1], [-0.2, -0.4, 0.2], [-0.2, 0.2, -0.2], [0.2, 0.0, 0.4], [0.3, 0.0, -0.2], [-0.1, 0.1, 0.0], [-0.1, 0.1, 0.1], [-0.1, 0.0, -0.3], [0.2, 0.3, 0.0], [0.1, -0.1, 0.0], [0.1, -0.1, -0.1], [0.0, 0.0, -0.2], [0.0, 0.0, 0.0], [0.0, 0.0, 0.0], [0.0, 0.0, 0.0], [0.0, 0.1, 0.1], [0.0, 0.0, -0.1], [0.0, 0.1, 0.1], [0.1, 0.0, 0.0], [-0.1, 0.1, 0.0], [0.2, 0.0, -0.2], [-0.1, -0.1, 0.0], [0.0, -0.2, -0.1], [-0.1, 0.0, 0.2], [0.0, 0.0, 0.0], [0.0, 0.1, 0.1], [0.1, -0.1, -0.1], [0.0, 0.1, 0.0], [0.1, 0.1, -0.1], [-0.2, 0.1, 0.2], [0.0, -0.1, 0.0], [-0.1, 0.0, -0.1], [0.2, 0.4, 0.0], [0.0, 0.0, -0.1], [-0.1, -0.1, -0.1], [-0.1, 0.0, 0.2], [0.1, -0.1, -0.1], [-0.1, 0.0, 0.1], [0.0, 0.0, 0.0], [0.0, -0.3, -0.1], [0.1, -0.1, 0.3], [0.0, 0.1, 0.1], [0.1, 0.3, 0.0], [-0.1, -0.2, -0.1], [0.5, -0.3, -0.2], [-0.1, 0.0, 0.1], [0.0, 0.0, 0.0], [0.0, 0.0, -0.1], [0.1, -0.1, 0.1], [0.2, -0.3, 0.0], [0.0, -0.1, 0.0], [0.0, 0.0, 0.0], [0.0, 0.1, 0.0], [0.0, 0.0, 0.0], [0.0, 0.0, 0.0], [0.0, 0.1, 0.0], [0.0, 0.0, 0.0], [0.0, 0.0, 0.1], [0.0, 0.1, 0.0], [0.1, 0.0, 0.0], [0.0, 0.0, 0.0], [0.1, 0.0, 0.0], [0.0, 0.1, 0.0], [0.0, 0.0, 0.0], [0.0, 0.0, -0.1], [-0.1, 0.0, 0.0], [-0.1, -0.1, 0.0], [0.0, 0.0, 0.0], [0.0, 0.0, 0.0], [0.0, 0.0, 0.0], [0.0, 0.0, 0.0], [0.0, -0.1, 0.0], [0.0, 0.0, 0.0], [0.0, 0.0, 0.0], [0.0, 0.0, -0.1], [0.0, 0.0, 0.0], [0.0, 0.1, 0.1], [0.1, 0.0, 0.0], [-0.1, 0.0, 0.0], [0.0, 0.0, 0.0], [0.0, 0.0, 0.0], [0.1, 0.1, 0.0], [0.0, 0.0, 0.0], [-0.1, 0.0, -0.1], [0.0, -0.1, -0.1], [0.0, 0.0, 0.0], [0.0, 0.0, 0.0], [0.0, -0.1, 0.0], [-0.1, -0.1, -0.1], [0.0, 0.1, 0.1], [0.0, 0.0, -0.1], [0.0, 0.0, 0.0], [0.0, 0.0, 0.0], [0.0, 0.0, 0.0], [0.0, 0.0, 0.0], [-0.1, 0.0, 0.1]],
  "max_force_ev_per_a": 0.83,
  "total_charge": 2,
  "de_lowest_kj_mol": 10.2,
  "molar_mass_da": 1236.5,
  "e_tot_ha": -3936.863559,
  "lumo_energy_ev": -7.2,
  "spin_multiplicity": 1
}

***

2.
{
  "formula": "C3H5BrO",
  "method": "wB97M-V/def2-TZVPD",
  "species": ["Br", "O", "C", "C", "C", "H", "H", "H", "H", "H"],
  "coordinates": [[1.3938, -0.6429, -1.5029], [-2.1216, -0.4024, -0.0917], [0.4686, 1.1005, 0.2880], [0.2875, -0.4976, 0.0610], [-1.1081, -1.0385, -0.1929], [1.4587, 1.4900, 0.5583], [0.7492, -0.9390, 0.9123], [-1.1401, -2.1673, -0.5296], [-0.2707, 1.4857, 1.0778], [0.2825, 1.6114, -0.5803]],
  "forces_ev_per_angstrom": [[0.3, -1.2, -0.6], [0.6, -0.2, 0.1], [-1.8, -1.2, 3.3], [0.7, 3.8, 0.0], [-0.3, -1.2, -0.6], [0.0, -1.1, 0.3], [0.4, -1.0, 0.4], [0.2, 1.7, 0.5], [1.0, -0.6, -1.0], [-1.0, 1.0, -2.3]],
  "smiles": "C[C@H](Br)C=O",
  "max_force_ev_per_a": 3.97,
  "total_charge": 0,
  "de_lowest_kj_mol": 32.5,
  "molar_mass_da": 137.0,
  "e_tot_ha": -2766.523690,
  "lumo_energy_ev": 0.4,
  "spin_multiplicity": 1
}

***

3.
{
  "formula": "C2H7NO2",
  "method": "wB97M-V/def2-TZVPD",
  "species": ["O", "O", "N", "C", "C", "H", "H", "H", "H", "H", "H", "H"],
  "coordinates": [[0.2305, 0.8702, -0.5726], [-0.0608, -1.1058, 0.4699], [-0.5264, 1.4168, 2.0408], [0.1201, -0.4702, -0.5329], [0.2483, -1.0251, -1.9486], [-1.4409, 1.8255, 2.0785], [0.4287, -0.1952, -2.6237], [0.0986, 1.8163, 2.7278], [-0.6711, -1.5146, -2.2594], [0.0621, 1.2290, 0.3487], [1.0558, -1.7506, -2.0113], [-0.5909, 0.4188, 2.2080]],
  "forces_ev_per_angstrom": [[-0.1, -0.2, 0.5], [-0.1, -0.3, 0.3], [0.6, -0.2, -0.3], [0.2, 0.6, -1.2], [0.0, 0.2, 0.3], [-0.3, 0.2, 0.3], [0.1, -0.1, -0.1], [-0.2, 0.1, 0.1], [-0.1, -0.1, 0.2], [0.0, -0.2, -0.1], [0.0, 0.0, 0.1], [0.0, 0.0, -0.1]],
  "smiles": "CC(=O)O.N",
  "max_force_ev_per_a": 1.36,
  "total_charge": 0,
  "de_lowest_kj_mol": 0.5,
  "molar_mass_da": 77.1,
  "e_tot_ha": -285.671627,
  "lumo_energy_ev": 0.9,
  "spin_multiplicity": 1
}

***

4.
{
  "formula": "C7H8F2O4P",
  "method": "wB97M-V/def2-TZVPD",
  "species": ["P", "F", "F", "O", "O", "O", "O", "C", "C", "C", "C", "C", "C", "C", "H", "H", "H", "H", "H", "H", "H", "H"],
  "coordinates": [[-0.4270, 0.0782, -1.1320], [-0.1220, -1.4408, -1.4970], [1.0743, 0.4451, -1.5964], [0.6948, -1.1341, -4.9969], [-0.3185, 2.3366, -0.2578], [-0.1643, 4.5261, -0.7823], [-0.6429, -0.0860, -3.4707], [-1.6475, -0.9490, 2.3522], [-0.1800, 3.4200, -0.5554], [-0.0993, 0.0499, 0.8255], [-1.3991, 0.2053, 1.4357], [1.1063, -0.3336, 0.8771], [-0.0239, -0.6047, -4.3001], [2.4315, -0.9183, 0.6446], [3.1000, -0.2910, 1.2848], [2.6568, -0.6955, -0.4880], [-1.4009, 1.1742, 1.7835], [2.5402, -1.9936, 1.0736], [-2.6057, -1.1443, 2.6583], [-1.0918, -0.9015, 3.4124], [-1.3489, -1.9746, 2.0276], [-2.1322, 0.2317, 0.7016]],
  "forces_ev_per_angstrom": [[2.2, -1.4, -1.0], [-0.8, -0.3, 0.8], [-0.7, 0.9, -0.1], [0.8, -0.8, -1.6], [-0.1, -3.5, 1.0], [0.5, 2.3, -0.8], [-1.4, 1.0, -0.3], [3.2, -1.6, 3.5], [-0.5, 2.3, -0.2], [3.8, -1.8, -0.4], [0.4, -1.7, 0.7], [-2.1, -0.3, -0.6], [0.4, 0.1, 1.0], [0.2, 0.5, 0.5], [0.0, -0.4, -0.8], [-0.2, -0.8, 2.1], [-0.3, 2.1, 1.8], [-0.5, 1.7, -1.4], [-2.8, 0.4, 0.4], [-0.8, 0.4, -2.4], [0.2, 1.1, -0.6], [-1.5, -0.1, -1.6]],
  "max_force_ev_per_a": 4.97,
  "total_charge": 1,
  "de_lowest_kj_mol": 2.8,
  "molar_mass_da": 225.1,
  "e_tot_ha": -1113.316490,
  "lumo_energy_ev": -5.1,
  "spin_multiplicity": 1
}